This record from the OMol25 dataset describes a molecular structure, C39H45Cl3CrN7O2PS. The level of theory is ωB97M-V/def2-TZVPD.

Values from the calculation:
- HOMO level (spin up / spin down) (hartree) = -0.4714 / -0.4714
- Kohn-Sham gap (spin up / spin down) (eV) = 8.553 / 8.320
- energy relative to the best compared isomer or geometry (same formula, charge and spin) (kJ/mol) = 0.0
- DFT total energy (Eh) = -5211.11832
- 2S+1 = 5
- molar mass (g/mol) = 865.2
- charge = +2

```
99
Properties=species:S:1:pos:R:3:forces:R:3:mulliken_charge:R:1
N -1.5622 -1.6154 2.8103 -0.090 -0.125 -0.030 -0.748
H 1.5849 -4.8681 -1.3564 -0.002 -0.002 -0.001 0.506
H 1.2693 -5.6171 2.8460 -0.003 -0.022 0.024 0.464
H -3.7327 3.7866 -4.0901 -0.009 0.042 -0.030 0.520
C -0.6834 -0.4844 -3.9149 0.163 0.147 0.107 -1.944
C -3.3091 3.0450 1.0410 0.145 -0.004 0.151 -0.553
H 3.2961 1.4020 0.2075 -0.019 0.005 0.017 0.140
H 0.1698 1.0281 4.0259 0.100 -0.034 -0.083 0.368
C -4.3023 2.7696 -2.2851 0.048 -0.016 -0.109 0.576
H -4.8426 -3.3407 -2.6855 -0.063 0.025 0.019 0.450
H 1.4626 3.4030 3.0698 -0.017 0.008 -0.007 0.324
Cl -0.9199 -3.9103 -5.6042 0.008 -0.003 -0.014 -0.165
H 2.2619 4.0612 1.6346 -0.016 0.025 0.034 0.466
H -3.8270 2.7356 1.9508 -0.022 -0.038 0.051 0.316
H -3.0114 2.1649 0.4763 0.083 0.156 0.158 -0.012
P 2.4139 -0.9849 1.5265 0.042 0.040 -0.110 2.196
H -1.5852 5.6135 2.3701 -0.030 0.020 0.009 0.411
H -4.5354 -1.7418 -4.6058 0.022 -0.009 -0.023 0.291
C 2.7862 -0.7989 3.2857 0.153 0.028 0.033 -0.122
H 1.4186 0.6957 6.0099 -0.036 0.024 0.025 0.493
H 6.8855 -1.9451 -0.3460 0.021 -0.013 -0.003 0.442
H -3.2921 5.1841 2.4638 -0.006 0.011 -0.002 0.423
C -3.5932 0.5064 -2.1057 0.063 0.044 0.053 -0.037
C 4.0901 0.6706 0.1055 -0.003 0.028 -0.032 -0.447
H -2.3741 -1.4223 -3.0235 0.089 -0.003 -0.069 0.353
O -0.8965 2.0012 1.6148 0.224 0.009 0.165 -0.359
H -3.7677 -2.4495 -6.0318 0.022 -0.023 0.027 0.363
H -0.3457 -2.2813 1.3821 -0.086 0.057 0.000 -0.056
C 5.2629 1.0206 -0.5454 0.010 -0.056 0.002 -0.816
H -0.4211 0.0759 -4.8099 -0.085 -0.029 0.025 0.346
C -3.0167 1.7683 -4.0323 0.035 0.067 -0.243 1.040
N -1.0811 -1.5769 1.4477 0.048 0.027 0.117 -0.041
H 1.1078 -6.4129 0.5150 -0.010 -0.037 -0.010 0.462
C -4.2734 1.5871 -1.5679 -0.067 -0.079 -0.224 -1.294
C 1.4594 -4.9378 2.0269 -0.002 0.038 -0.011 -0.888
S -1.9052 -5.3399 -3.1982 0.075 -0.107 0.093 -0.153
N -0.1883 0.2496 -2.7559 0.413 0.030 -0.220 0.485
H 3.5756 0.0029 6.9792 0.006 0.005 0.034 0.430
N 0.1848 4.0208 1.4887 0.009 -0.095 0.005 0.200
C 4.9335 -1.5616 0.4392 -0.001 -0.011 0.003 -0.496
C 1.9845 -3.1999 -0.0751 -0.004 -0.014 0.010 -0.353
C 0.3226 1.8816 -1.4051 0.029 0.066 0.123 -1.108
N -2.1391 3.8549 1.3604 0.084 0.043 -0.040 0.237
H 0.5381 2.8334 -0.9535 0.001 0.046 0.022 0.530
H 2.2194 -2.5351 -0.8988 0.020 0.031 -0.010 0.741
H -3.6964 -5.4089 -1.5503 -0.031 -0.047 0.055 0.473
N 0.3941 0.7034 -0.6933 0.036 0.125 0.068 1.125
C 6.1035 -1.2105 -0.2140 0.000 0.003 -0.014 -0.791
H -3.5674 -0.4253 -1.5528 -0.026 -0.052 0.004 0.470
H -1.9113 -2.5427 3.0488 0.002 0.126 -0.035 0.280
C -3.6890 2.8681 -3.5251 -0.021 -0.029 0.138 -0.983
C -3.3384 -4.8576 -2.4019 -0.039 0.086 -0.036 -0.402
C -3.1875 -3.3268 -4.1506 -0.130 -0.147 0.047 0.220
H -2.6472 5.8763 0.9680 -0.020 0.015 -0.005 0.349
H -4.7846 1.5138 -0.6199 -0.087 -0.063 -0.056 0.724
C 4.2772 -0.9259 5.1775 -0.061 0.028 -0.011 -0.847
H 0.0540 -1.3089 -1.3346 -0.004 -0.072 0.032 0.780
H 7.1856 0.3477 -1.2093 0.030 0.011 -0.021 0.420
Cr 0.4888 0.5347 1.3747 -0.485 -0.324 -0.110 0.193
C -3.9138 -3.7851 -3.0106 0.089 -0.056 -0.015 -0.857
H 1.1326 5.1584 0.0160 0.013 0.020 0.004 0.460
H -2.3472 -0.9726 2.8739 0.111 -0.038 0.002 0.186
C 1.8608 -0.1228 4.0765 -0.178 0.088 0.027 0.260
H 5.2183 -1.2368 5.6062 0.038 -0.010 0.025 0.468
H -0.6093 5.4056 0.1269 0.056 0.008 -0.018 0.400
Cl -2.2640 1.9550 -5.5897 -0.019 -0.029 0.128 -0.138
H 4.7279 -1.7188 3.2435 -0.014 0.008 -0.002 0.463
H -1.8163 -1.8658 0.8033 0.090 0.051 -0.020 0.330
C 0.2946 5.2522 0.7086 -0.046 0.029 -0.048 -1.295
H 0.4637 6.1226 1.3417 0.005 0.015 0.003 0.386
C 1.8105 -3.6184 2.2933 -0.034 -0.026 -0.010 -0.168
C 0.0905 -0.2545 -1.5511 -0.165 -0.111 0.063 -1.000
C -2.4236 5.2164 1.8059 0.009 -0.046 0.042 -1.246
C 1.6367 -4.5151 -0.3347 -0.016 -0.006 0.000 -0.946
H -3.9869 3.6449 0.4340 0.144 -0.078 0.193 0.151
H 1.5786 2.4302 1.5820 0.211 0.429 0.115 0.144
C 6.2706 0.0794 -0.7008 -0.026 -0.002 0.020 -0.573
H 1.8898 -3.2811 3.3189 0.012 0.010 0.027 0.480
C 1.4304 3.4529 1.9803 -0.105 -0.328 -0.118 -0.840
C -2.1926 -0.6645 -3.7980 -0.101 -0.138 -0.200 0.427
H 4.8058 -2.5741 0.8023 -0.010 -0.010 0.019 0.460
Cl -5.1164 4.1484 -1.6310 -0.188 0.116 -0.263 -0.202
C -2.0750 -4.0899 -4.3504 0.027 0.097 -0.117 0.671
C -2.9344 0.5687 -3.3310 -0.272 -0.038 0.039 -0.434
C 2.1430 0.1697 5.4019 0.077 -0.086 -0.015 -0.772
C 3.3536 -0.2288 5.9473 0.006 -0.001 -0.018 -0.679
H 5.3892 2.0194 -0.9386 0.000 0.032 -0.004 0.459
H -0.2009 2.2417 -3.5370 0.020 0.059 -0.062 0.576
N 0.5792 0.2588 3.4979 0.081 -0.067 0.056 0.343
C 2.0749 -2.7432 1.2434 0.004 -0.007 -0.008 -0.465
C 3.9943 -1.2043 3.8522 0.029 -0.007 0.018 -0.571
O -2.5946 -1.1518 -5.0555 0.047 0.087 0.143 -0.282
C 3.9223 -0.6166 0.6109 0.028 -0.027 0.013 0.611
C -3.5993 -2.1587 -4.9953 -0.159 0.046 -0.062 -0.625
H -0.2007 -1.4598 -3.9737 -0.018 0.031 0.040 0.319
C 1.3704 -5.3844 0.7178 -0.001 0.018 0.000 -0.606
H -0.0869 -0.5250 3.5964 -0.043 0.032 0.005 0.499
C -0.9440 3.2619 1.4970 -0.167 0.015 -0.095 0.390
C -0.0352 1.6103 -2.6840 -0.040 -0.042 -0.004 -0.776
```
Forces are in eV/Å.